Entry 1:
Molecular formula: C7H9BO3
Method: DFT, ωB97M-V with the def2-TZVPD basis set

Computed properties:
SMILES string: OB1OCC2=CCC=C(O)[C@@H]12
Kohn-Sham gap: 8.466 eV
HOMO level: -8.14 eV
Relative energy (zero: lowest compared OMol25 entry of this formula, charge and spin): 56.9 kcal/mol

Geometry as XYZ:
```
20
C7H9BO3 | the OMol25 dataset | ωB97M-V with the def2-TZVPD basis set
O -0.23610 -1.81253 -2.96355
B -0.12442 -0.70866 -2.20801
O -0.03439 0.58882 -2.60894
C 0.40520 1.42791 -1.55930
C 0.33812 0.71102 -0.25112
C 0.45160 1.16919 1.00339
C 0.21603 0.13746 2.14328
C -0.80302 -0.84950 1.58054
C -0.79331 -1.38728 0.38310
O -1.73586 -2.19168 -0.04071
C 0.11662 -0.74473 -0.61824
H -0.30905 -1.73934 -3.96624
H -0.25308 2.43954 -1.59765
H 1.51395 1.71480 -1.56093
H 0.58743 2.21359 1.21438
H -0.28347 0.34049 3.07616
H 1.14451 -0.46757 2.32282
H -1.48171 -1.19318 2.26208
H -1.79375 -2.18921 -0.97581
H 1.18134 -1.21428 -0.54731
```


Entry 2:
Molecular formula: C4H15N2Si
Method: DFT, ωB97M-V with the def2-TZVPD basis set

Computed properties:
Kohn-Sham gap: 9.754 eV
Charge: +1
HOMO level: -13.99 eV
Relative energy (zero: lowest compared OMol25 entry of this formula, charge and spin): 0.0 kcal/mol

Geometry as XYZ:
```
22
C4H15N2Si | the OMol25 dataset | ωB97M-V with the def2-TZVPD basis set
C -0.22072 -1.27405 -2.35690
C -0.74314 -0.53256 3.75864
C 0.96830 -0.46917 -1.83343
C 0.82452 1.87986 -2.26158
N -0.92089 0.34815 0.82927
N 0.54889 0.87542 -1.53945
Si 0.14226 0.18153 2.24897
H -1.05526 -1.24355 -1.66121
H -0.55229 -0.88663 -3.31666
H 0.07929 -2.30937 -2.48899
H -0.08574 -1.17635 4.33676
H -1.09007 0.25493 4.42408
H -1.61182 -1.12547 3.47445
H 1.77053 -0.46948 -2.57501
H 1.32693 -0.91265 -0.90124
H 1.44419 1.76813 -3.14246
H 0.46210 2.86488 -2.00680
H -1.66819 1.02239 0.95764
H -0.05650 0.88498 -0.63131
H -1.37593 -0.52182 0.57281
H 1.17916 -0.70914 1.70509
H 0.63441 1.54996 2.40732
```


Entry 3:
Molecular formula: C16H22BFI2N3O4P
Method: DFT, ωB97M-V with the def2-TZVPD basis set

Computed properties:
Kohn-Sham gap: 6.915 eV
HOMO level: -7.70 eV

Geometry as XYZ:
```
50
C16H22BFI2N3O4P | the OMol25 dataset | ωB97M-V with the def2-TZVPD basis set
C 3.96123 -0.93737 -0.60065
O 2.82675 -0.27720 0.06284
C 1.55523 -0.51219 -0.70124
C 0.48765 -1.47378 0.16094
C 1.33191 -2.91308 0.30899
N 1.71874 -4.15053 0.42204
C 0.28221 -0.90569 1.68739
I 0.28787 1.32508 1.80977
C 1.41428 -1.37938 2.77255
C 0.95926 -2.71215 3.67434
I 1.50089 0.27299 4.27430
C -0.92081 -1.74866 -0.66100
C -0.71007 -1.59340 -2.31698
N -0.21283 -1.42153 -3.52296
C -1.57060 -3.23185 -0.46908
B -2.12398 -3.61813 1.01801
O -2.84761 -2.76329 1.97390
O -1.91958 -5.04597 1.45328
P -2.29090 -0.41562 -0.27929
N -3.88340 -0.96468 -0.89008
O -1.85947 0.95260 -1.28999
H 3.75578 -2.06296 -0.87303
H 4.30583 -0.28512 -1.53307
H 4.87156 -0.92925 0.17118
H 1.93498 -1.06053 -1.69237
H 1.05865 0.48752 -1.07310
H -0.77034 -1.19993 2.16881
H 2.50705 -1.45264 2.36490
H 0.00575 -3.13530 3.12671
H 0.68358 -2.41344 4.79100
H 1.80317 -3.55353 3.65331
H -2.51849 -3.27186 -1.19542
H -0.88236 -4.12884 -0.85214
H -2.31102 -2.81287 2.82339
H -0.94895 -5.21905 1.63160
H -4.25419 -1.74009 -0.27927
H -4.60923 -0.19409 -0.78237
H -2.50780 0.93254 -2.07448
F 0.54305 7.39438 0.19867
C 0.26895 6.43605 -0.69636
C 0.15371 5.11669 -0.27250
C -0.13675 4.11925 -1.20326
C -0.29810 4.45128 -2.55067
C -0.17549 5.77775 -2.96704
C 0.10388 6.77631 -2.03438
H 0.29057 4.87655 0.77681
H -0.23659 3.08581 -0.88081
H -0.52023 3.67237 -3.27698
H -0.29742 6.03318 -4.01689
H 0.19373 7.81366 -2.33929
```


Entry 4:
Molecular formula: C38H66Br3CaClCsIN4NaO6
Method: DFT, ωB97M-V with the def2-TZVPD basis set

Computed properties:
Kohn-Sham gap: 1.455 eV
Charge: -1
HOMO level: -2.28 eV

Geometry as XYZ:
```
122
C38H66Br3CaClCsIN4NaO6 | the OMol25 dataset | ωB97M-V with the def2-TZVPD basis set
C 2.61489 -0.54967 -3.20347
C 1.57979 -0.55206 -4.28161
C 0.24957 -0.82539 -3.58635
C -0.47746 0.49587 -3.30452
C -1.28999 0.85127 -4.54449
C -1.21071 0.59278 -1.91854
C -0.03212 0.48746 -0.85541
Br 1.06979 2.06297 -0.66143
C 0.46711 -0.48610 -0.06976
C 1.69013 -0.34745 0.84986
Br -0.23286 -2.24164 -0.07419
C -1.82900 2.04310 -1.68061
C -1.99182 2.45230 -0.20859
C -3.26352 3.19134 0.19850
N -2.90569 4.39184 0.98446
C -1.20927 3.24632 -2.44162
C -2.21905 4.28728 -2.88645
C -1.52954 5.49415 -3.51115
C -0.73581 6.31674 -2.52588
C -0.75271 5.14373 -4.76639
O -3.13673 1.95915 -2.30040
C -3.51874 0.70221 -2.51343
O -4.45781 0.42004 -3.20662
C -2.52809 -0.23456 -1.79347
C -2.55121 -1.48260 -2.71789
C -3.67795 -2.44751 -2.45554
C -3.49914 -3.62048 -3.39471
I -5.27273 -4.77838 -3.57990
N -3.07228 -0.46999 -0.48014
C -4.49924 -0.15740 -0.30626
C -4.95339 -0.69310 1.05465
H 2.23062 -1.05086 -2.32365
H 3.53456 -1.08335 -3.49069
H 2.88699 0.44798 -2.93710
H 1.59986 0.41871 -4.73247
H 1.84079 -1.30009 -5.00682
H 0.50870 -1.37807 -2.71703
H -0.33944 -1.39586 -4.27795
H 0.27632 1.25294 -3.23916
H -2.03995 1.59887 -4.37686
H -0.61334 1.28060 -5.26286
H -1.72839 -0.00012 -5.02980
H 1.57352 0.45104 1.55333
H 1.98282 -1.26570 1.38285
H 2.52995 -0.15425 0.20564
H -1.17664 3.07816 0.08115
H -1.90132 1.59054 0.42738
H -3.89498 3.52050 -0.60333
H -3.81778 2.55494 0.86170
H -3.58294 5.12507 0.86625
H -2.78455 4.16566 1.95722
H -0.50943 3.76875 -1.82570
H -0.66744 2.97879 -3.33194
H -2.83903 3.90186 -3.67011
H -2.79030 4.67853 -2.06353
H -2.34609 6.12830 -3.82221
H -1.35341 6.48393 -1.66185
H -0.59094 7.29330 -2.95415
H 0.19729 5.87467 -2.24953
H 0.27628 4.92816 -4.54927
H -0.74508 5.99247 -5.43155
H -1.22574 4.31498 -5.26740
H -1.63901 -2.04704 -2.66314
H -2.64333 -1.18000 -3.74012
H -3.66657 -2.85838 -1.45967
H -4.64869 -2.03407 -2.65008
H -2.67978 -4.23058 -3.07550
H -3.25504 -3.26332 -4.37605
H -2.96319 -1.42287 -0.18255
H -4.70159 0.89455 -0.27508
H -5.13042 -0.66858 -1.01075
H -5.25118 -1.72722 0.97137
H -4.11422 -0.66467 1.71428
H -5.75747 -0.10983 1.45012
C 3.88722 -7.15344 0.62587
C 3.70422 -6.25579 1.66665
C 2.80599 -5.21543 1.53497
C 2.07043 -5.07197 0.35503
C 2.25069 -5.97341 -0.68395
C 3.16131 -7.00991 -0.54966
H 4.59467 -7.96573 0.73200
H 4.27125 -6.36998 2.58966
H 2.66980 -4.50413 2.35948
H 1.35593 -4.25725 0.25262
H 1.67956 -5.86732 -1.59641
H 3.30414 -7.71014 -1.36155
O 6.33150 -6.38106 4.27066
C 6.05312 -5.39342 5.15098
C 4.84103 -5.81933 6.13804
O 4.51103 -4.85638 6.98349
H 5.71830 -4.42604 4.70080
H 6.87055 -5.06010 5.82350
H 5.19844 -6.77661 6.58724
H 4.02991 -6.15039 5.42353
Na 3.14667 -3.07778 1.26091
Ca 0.97321 -2.45808 3.95441
Br 5.37816 -0.67124 -4.74343
N 4.92348 1.15098 -0.39532
H 3.99049 1.56142 -0.27468
H 5.60713 1.89206 -0.54758
H 5.17013 0.61967 0.43561
H 4.91544 0.53421 -1.22884
N -0.87707 0.08847 7.30823
C 0.16230 0.38092 8.14765
C -0.05851 -0.26839 9.33169
C -1.27975 -0.98491 9.19922
C -1.75784 -0.74541 7.93904
H -0.97967 0.43267 6.36863
H 0.96583 1.02260 7.83136
H 0.58300 -0.23663 10.19530
H -1.74999 -1.60506 9.94297
H -2.64411 -1.09422 7.43857
Cl -0.98758 -0.42813 2.98429
O 0.06612 5.85776 3.06569
C -0.14033 5.43442 1.93343
C 1.20733 6.19393 0.87990
O 1.01702 5.79131 -0.26267
H -1.03414 5.76435 1.37032
H 0.01588 4.35750 1.71156
H 2.12624 5.87841 1.41432
H 1.09375 7.27425 1.09242
Cs 5.99287 -4.58795 1.61197
```


Entry 5:
Molecular formula: C9H16NO
Method: DFT, ωB97M-V with the def2-TZVPD basis set

Computed properties:
Kohn-Sham gap: 7.061 eV
Charge: +1
HOMO level: -10.84 eV
Relative energy (zero: lowest compared OMol25 entry of this formula, charge and spin): 21.0 kcal/mol

Geometry as XYZ:
```
27
C9H16NO | the OMol25 dataset | ωB97M-V with the def2-TZVPD basis set
C 2.24150 -1.39850 -2.45876
C 2.73587 0.01321 -2.72577
N 2.69614 -1.93070 -1.10973
H 1.16140 -1.33180 -2.33565
H 2.57811 -2.16216 -3.14968
H 1.93588 0.74931 -2.63874
H 3.01045 0.05907 -3.77971
H 2.19162 -2.80274 -0.92749
H 3.69056 -2.17370 -1.15150
H 2.64611 -1.26119 -0.34321
H 3.53792 0.40285 -2.10037
C -2.23291 2.93829 0.44024
C -1.45546 -0.88749 2.05721
C -2.43223 -0.77233 1.07181
C -0.63472 0.14250 2.48070
C -2.77796 0.51639 0.67162
C -0.91132 1.39506 1.91215
C -1.91422 1.58267 0.97352
O -1.27883 -2.17235 2.57738
H -2.86355 -1.68747 0.69451
H -1.08872 -2.07126 3.51238
H 0.18081 0.11555 3.18877
H -3.69653 0.56263 0.10052
H -0.30492 2.25488 2.17152
H -1.33170 3.53166 0.29547
H -2.91783 3.50518 1.07724
H -2.76545 2.88242 -0.50443
```


Entry 6:
Molecular formula: C7H9N3OS
Method: DFT, ωB97M-V with the def2-TZVPD basis set

Computed properties:
SMILES string: CC(=O)[C@@H]1Sc2[nH]cnc2N1C
Kohn-Sham gap: 7.884 eV
HOMO level: -7.56 eV
Relative energy (zero: lowest compared OMol25 entry of this formula, charge and spin): 33.1 kcal/mol

Geometry as XYZ:
```
21
C7H9N3OS | the OMol25 dataset | ωB97M-V with the def2-TZVPD basis set
C 2.06096 0.50063 1.72476
C 2.20455 0.13401 0.29181
O 3.16256 -0.32497 -0.36037
C 1.04978 0.35717 -0.63771
S 0.17823 1.94519 -0.47620
C -1.31012 1.07183 -0.23952
N -2.53666 1.35934 0.12831
C -3.15633 0.16969 0.38739
N -2.34582 -0.84712 0.23203
C -1.17960 -0.27526 -0.16326
N 0.07384 -0.93601 -0.33736
C 0.36158 -1.89393 -1.37731
H 2.61360 1.40505 1.96926
H 2.30899 -0.24971 2.42733
H 0.96966 0.75658 1.76270
H 1.41109 0.33115 -1.58822
H -2.98208 2.31884 0.18824
H -4.13476 0.34229 0.84717
H 0.17292 -1.44524 -2.40097
H 1.45018 -2.01387 -1.32501
H -0.37257 -2.70567 -1.05308
```


Entry 7:
Molecular formula: C22H21F5IrN7O2Se
Method: DFT, ωB97M-V with the def2-TZVPD basis set

Computed properties:
Kohn-Sham gap: 6.682 eV
Charge: +2
HOMO level: -13.69 eV
Relative energy (zero: lowest compared OMol25 entry of this formula, charge and spin): 16.0 kcal/mol

Geometry as XYZ:
```
59
C22H21F5IrN7O2Se | the OMol25 dataset | ωB97M-V with the def2-TZVPD basis set
Ir -0.35192 1.28319 -0.07024
N -0.80862 -0.57439 -0.64834
C 0.43696 -1.39695 -0.81616
C 0.36793 -2.38542 -1.97285
C 0.10350 -1.78082 -3.35460
C 1.18961 -0.85646 -3.91101
N 2.43044 -1.59958 -4.12414
C 3.67822 -1.18099 -3.91078
N 4.69021 -2.01621 -4.14191
N 3.94574 0.07526 -3.55546
C 1.66277 -0.51137 -0.87334
O 2.75791 -0.95106 -1.11237
O 1.44535 0.76584 -0.66155
H -1.43692 -1.03902 0.00467
H -1.32311 -0.47057 -1.52677
H 0.54911 -1.97310 0.10726
H -0.41568 -3.11364 -1.75109
H 1.30793 -2.94009 -1.97251
H -0.84855 -1.24428 -3.39694
H -0.02880 -2.60591 -4.05952
H 1.38303 -0.00841 -3.25548
H 0.84989 -0.44543 -4.86364
H 2.32854 -2.53000 -4.50112
H 4.53058 -2.97736 -4.39158
H 5.63861 -1.75018 -3.93624
H 3.21848 0.64903 -3.16338
H 4.87790 0.30740 -3.25097
N -4.50089 -2.15641 9.26015
C -3.86118 -1.79711 8.37938
C -3.06378 -1.33974 7.27557
C -3.48044 -1.59459 5.97189
C -2.73586 -1.12321 4.90524
C -1.58593 -0.38911 5.15586
C -1.14817 -0.14614 6.44816
C -1.89068 -0.63046 7.51225
N -0.83260 0.14000 4.05284
C 0.50615 0.45903 4.05721
C 0.78436 0.96026 2.82943
N -0.36904 0.97180 2.07080
C -1.31226 0.44561 2.83985
H -4.37791 -2.16987 5.79696
H -3.04787 -1.35640 3.89781
H -0.25745 0.43222 6.64170
H -1.56498 -0.45051 8.52654
H 1.13491 0.28308 4.90842
H 1.71498 1.33849 2.44403
H -2.35212 0.35817 2.57649
F -4.93159 6.13237 -0.99686
C -3.99102 5.24284 -1.26373
C -3.49132 5.11549 -2.55302
F -3.95686 5.88987 -3.51274
C -2.50717 4.17238 -2.82195
F -2.03718 4.06486 -4.06251
C -1.99720 3.35299 -1.83032
Se -0.59860 2.12759 -2.24924
C -2.53168 3.49927 -0.57136
F -2.09559 2.65572 0.45833
C -3.50990 4.42274 -0.25564
F -3.98802 4.51582 0.97799
```


Entry 8:
Molecular formula: C12H22AlFO5PS
Method: DFT, ωB97M-V with the def2-TZVPD basis set

Computed properties:
Kohn-Sham gap: 7.914 eV
Charge: -1
HOMO level: -5.10 eV
Relative energy (zero: lowest compared OMol25 entry of this formula, charge and spin): 25.1 kcal/mol

Geometry as XYZ:
```
43
C12H22AlFO5PS | the OMol25 dataset | ωB97M-V with the def2-TZVPD basis set
C 5.75952 -1.03060 -0.22267
C 4.20960 -0.76196 -0.36117
C 3.79655 0.48390 0.45163
O 2.41529 0.77567 0.56926
Al 1.23429 -0.13218 -0.50658
C 0.69132 -1.83974 0.49413
C -0.16952 -2.80067 -0.39238
C 0.67130 -3.83813 -1.17238
S 1.73054 -4.86831 -0.11024
O 2.04400 -6.10605 -0.86981
O 2.98371 -4.19063 0.26961
O 0.82518 -5.27402 1.19294
P -0.82370 1.02887 -0.80320
O -1.80830 0.82622 0.36926
H 5.90148 -2.01402 0.24568
H 6.27546 -0.23718 0.32987
H 6.18442 -1.13324 -1.23142
H 3.71474 -1.69013 -0.06324
H 4.05756 -0.52460 -1.41810
H 4.18121 0.33402 1.48489
H 4.30209 1.39812 0.08380
H 1.72609 -0.46860 -1.98182
H 1.54223 -2.33728 0.98782
H 0.01256 -1.49503 1.29873
H -0.66137 -2.17034 -1.15068
H -0.95661 -3.28356 0.20673
H -0.00654 -4.53646 -1.68081
H 1.26883 -3.31201 -1.92388
H 0.55615 -4.42590 1.57436
H -0.63958 2.39895 -1.18077
H -1.43667 0.41119 -1.95558
F -2.81628 4.44681 -0.98364
C -3.88819 4.34047 -0.18116
C -5.06702 4.96766 -0.54382
C -6.17654 4.85386 0.28363
C -6.09106 4.12468 1.46372
C -4.89716 3.50435 1.81465
C -3.78855 3.60707 0.98631
H -5.11081 5.53692 -1.46370
H -7.10693 5.33363 0.00801
H -6.95641 4.03971 2.10953
H -4.82905 2.93896 2.73442
H -2.85382 3.11959 1.23809
```